Entry from the Open Molecules 2025 dataset: a molecular structure, C23H39Cl3N3O3SSiTm in a non-equilibrium geometry (ωB97M-V/def2-TZVPD).

Summary:
LUMO (spin up / spin down) (eV): 0.4 / 0.4
Multiplicity: 3

Geometry as XYZ:
```
74
Properties=species:S:1:pos:R:3:forces:R:3:lowdin_spin:R:1
C -2.597798 2.676317 -1.168734 -0.249 0.079 -0.366 0.00
C -2.188884 2.777896 0.258324 -0.418 0.114 1.430 0.00
H -3.605580 3.081341 -1.316193 0.317 -0.127 -0.195 0.00
H -2.574138 1.622142 -1.486455 -0.006 0.337 0.020 0.00
H -1.886409 3.223067 -1.806480 -0.220 -0.160 0.098 0.00
C -3.037443 3.077672 1.267272 0.486 -0.078 -1.044 0.00
C -4.477759 3.440534 1.086891 -0.815 0.061 0.134 0.00
H -2.703511 3.081560 2.300126 0.239 0.105 -0.149 0.00
H -4.940320 3.020233 0.180607 0.222 0.118 0.329 0.00
H -4.643069 4.532633 1.055899 0.169 -0.315 0.002 0.00
H -5.067750 3.079640 1.946157 0.136 0.079 -0.267 0.00
Tm 0.615717 -0.656495 -0.323241 -0.708 1.218 0.897 2.00
Cl 1.913707 1.078650 -1.732176 0.216 -0.120 -0.131 0.00
Cl -0.487510 -2.877336 -0.954944 0.295 -0.191 0.284 0.00
H 5.528128 -3.953764 -0.276691 -0.186 0.093 0.013 0.00
H 6.224874 -2.964763 -2.452171 -0.270 0.067 -0.063 0.00
C 4.470419 -3.884008 -0.555500 -0.026 -0.008 -0.117 0.00
C 5.167781 -2.963159 -2.752471 -0.005 0.170 0.179 0.00
N 4.312453 -2.849887 -1.575406 0.060 -0.197 0.081 0.00
H 3.861253 -3.621284 0.309711 0.093 -0.105 -0.141 0.00
C 3.386357 -1.901447 -1.470541 -0.906 0.157 0.765 0.00
O 2.558434 -1.829301 -0.520501 1.437 -0.311 -1.244 0.00
H 4.973136 -2.109519 -3.402548 0.097 -0.123 -0.036 0.00
H 3.367939 -1.148766 -2.283271 0.040 -0.283 0.352 0.00
H 4.165067 -4.860628 -0.954637 -0.048 0.236 0.105 0.00
H 4.965782 -3.894737 -3.295142 -0.060 0.180 0.118 0.00
H -2.732602 -0.001774 0.379913 -0.097 -0.336 0.131 0.00
H -3.188649 0.741301 3.268753 -0.019 -0.421 -0.098 0.00
C -2.914556 -0.962320 0.887970 0.125 0.393 -0.486 0.00
C -3.201280 -0.363635 3.288978 0.140 -0.050 0.153 0.00
N -2.353841 -0.919665 2.234392 0.038 -0.337 0.566 0.00
H -2.442459 -1.766133 0.300048 -0.205 0.310 0.332 0.00
C -1.104681 -1.314633 2.509777 -0.043 0.242 -1.428 0.00
O -0.230288 -1.520038 1.639848 -0.967 -0.163 1.488 0.00
H -2.822847 -0.695295 4.269013 -0.208 0.123 -0.297 0.00
H -0.913703 -1.448954 3.583831 0.208 0.095 -0.110 0.00
H -3.995200 -1.128349 0.982671 0.293 -0.076 -0.057 0.00
H -4.236157 -0.705084 3.151651 0.336 0.028 0.109 0.00
O -0.645037 1.020015 0.134234 0.549 -1.214 0.764 0.00
C -0.745978 2.352067 0.493101 0.421 0.206 -0.345 0.00
C -0.527924 2.012182 3.023379 0.110 -0.069 0.357 0.00
C -0.238050 2.765099 1.888800 -0.175 0.004 -0.240 0.00
H -1.031745 1.053055 2.892652 0.244 0.388 0.034 0.00
C -0.192850 2.471155 4.303936 -0.006 0.165 -0.230 0.00
H -0.113800 2.891115 -0.231284 -0.050 0.435 0.086 0.00
C 0.443317 3.979380 2.052605 -0.251 -0.181 0.209 0.00
H -0.396497 1.850592 5.179115 -0.036 0.184 -0.224 0.00
C 0.412678 3.722842 4.462072 0.180 -0.384 -0.094 0.00
C 0.756873 4.455872 3.325988 -0.037 0.074 0.019 0.00
H 0.704375 4.559724 1.171381 -0.033 -0.032 0.083 0.00
H 0.686020 4.084359 5.457780 -0.160 -0.100 -0.356 0.00
H 1.281661 5.406981 3.444211 -0.181 -0.263 -0.099 0.00
Si -0.611973 -1.887270 -4.521700 -0.445 -0.240 0.057 0.00
Cl -1.294692 -0.436109 -3.064802 0.117 -0.447 -0.923 0.00
C -1.009263 -3.629220 -3.984526 -0.017 0.000 0.462 0.00
C 1.213368 -1.545922 -4.690040 0.125 0.170 -0.033 0.00
C -1.511145 -1.766826 -6.167670 -0.092 0.516 -0.011 0.00
H -1.088873 -3.688606 -2.890592 0.041 -0.171 -0.643 0.00
H -0.190598 -4.285986 -4.305479 -0.164 0.004 0.012 0.00
H -1.950857 -3.977313 -4.424401 0.204 0.092 -0.058 0.00
H -2.541929 -2.136016 -6.046525 0.312 0.207 -0.061 0.00
H -1.012215 -2.413721 -6.913837 -0.103 0.241 0.384 0.00
H -1.536674 -0.740720 -6.557280 -0.065 -0.251 -0.050 0.00
H 1.613754 -1.253026 -3.711578 0.007 -0.028 -0.237 0.00
H 1.411066 -0.725222 -5.398868 -0.076 -0.232 0.301 0.00
H 1.731740 -2.445278 -5.046952 -0.072 0.141 0.062 0.00
S 3.114145 1.775743 3.379582 -0.791 -0.612 -0.326 0.00
C 2.595040 0.274730 4.076119 -0.032 -0.353 -1.202 0.00
C 2.091369 -0.542231 3.089435 0.238 1.245 0.192 0.00
N 2.006175 0.038705 1.828450 0.477 0.879 0.235 0.00
C 2.481636 1.273779 1.845117 0.185 -1.112 0.590 0.00
H 2.657931 0.046193 5.129624 0.233 0.086 -0.117 0.00
H 1.759443 -1.554523 3.243774 -0.155 -0.034 -0.115 0.00
H 2.514898 1.902390 0.959451 0.013 -0.118 0.157 0.00
```
Forces are in eV/Å.